No. 1
{"formula": "C20H27N3O5", "method": "ωB97M-V with the def2-TZVPD basis set", "lumo_energy_ev": 0.6084, "fmax_ev_per_a": 1.289, "orbital_gap_ev": 8.25, "smiles": "COc1cc(-c2noc(CCCC(=O)NC3CCCC3)n2)cc(OC)c1OC", "e_tot_ha": -1318.73670, "species": ["C", "O", "C", "C", "C", "C", "N", "O", "C", "C", "C", "C", "C", "O", "N", "C", "C", "C", "C", "C", "N", "C", "C", "O", "C", "C", "O", "C", "H", "H", "H", "H", "H", "H", "H", "H", "H", "H", "H", "H", "H", "H", "H", "H", "H", "H", "H", "H", "H", "H", "H", "H", "H", "H", "H"], "positions_angstrom": [[1.027061, 5.866690, -4.577297], [1.527219, 4.563537, -4.745008], [1.153241, 3.613016, -3.842871], [0.304645, 3.835182, -2.775484], [-0.003655, 2.778285, -1.923531], [-0.866285, 2.957783, -0.781893], [-1.434987, 4.072620, -0.394812], [-2.119972, 3.748842, 0.745264], [-1.907361, 2.442281, 0.961959], [-2.493658, 1.745930, 2.133233], [-2.111542, 0.264129, 2.127909], [-0.614559, 0.054709, 2.382083], [-0.220378, -1.379077, 2.061857], [0.306711, -1.702721, 1.018474], [-0.531355, -2.262637, 3.035051], [-0.277213, -3.682612, 2.934320], [0.606470, -4.179834, 4.093600], [-0.366839, -4.819277, 5.080233], [-1.369980, -5.508626, 4.160180], [-1.586252, -4.497026, 3.032061], [-1.153691, 1.912652, 0.056981], [0.534344, 1.515929, -2.140176], [1.392662, 1.278658, -3.204357], [1.951652, 0.047901, -3.432773], [1.574539, -1.024717, -2.597391], [1.710154, 2.333165, -4.076980], [2.528492, 2.296067, -5.161986], [3.077211, 1.085811, -5.629217], [1.452918, 6.449787, -5.392424], [-0.065515, 5.892237, -4.645517], [1.338904, 6.298870, -3.620823], [-0.129489, 4.799607, -2.576367], [-3.580176, 1.860267, 2.095923], [-2.143134, 2.236431, 3.045653], [-2.358842, -0.153845, 1.151356], [-2.698584, -0.258855, 2.885999], [-0.052378, 0.700938, 1.709986], [-0.364365, 0.299270, 3.416385], [-0.963455, -1.935672, 3.884520], [0.215701, -3.815790, 1.968809], [1.184490, -3.366048, 4.529491], [1.303229, -4.932357, 3.725004], [0.123958, -5.512404, 5.761221], [-0.867706, -4.052159, 5.673942], [-2.298693, -5.767294, 4.666449], [-0.929916, -6.423921, 3.762706], [-1.830432, -4.981853, 2.089269], [-2.408290, -3.823770, 3.281721], [0.273395, 0.732000, -1.450204], [2.120363, -1.887058, -2.977443], [0.500409, -1.221187, -2.655322], [1.850497, -0.853103, -1.553843], [3.628089, 1.357582, -6.529882], [2.301324, 0.360147, -5.882734], [3.761021, 0.641519, -4.903302]], "forces_ev_per_angstrom": [[-0.09, 0.20, 0.04], [0.03, -0.41, 0.13], [0.14, -0.13, -0.16], [-0.03, -0.08, 0.07], [0.52, -0.10, -0.70], [-0.77, 0.40, 0.95], [0.62, 0.29, -1.01], [-0.28, -0.54, 0.66], [0.30, 0.10, -0.52], [-0.14, -0.05, 0.08], [0.10, 0.17, 0.05], [-0.01, -0.11, -0.24], [-0.06, 0.55, 0.42], [0.17, -0.06, -0.50], [-0.11, -0.20, 0.27], [0.14, -0.04, -0.19], [-0.04, 0.02, 0.07], [0.10, -0.18, -0.09], [-0.09, 0.06, 0.08], [0.03, -0.16, -0.02], [-0.23, -0.24, 0.28], [-0.13, 0.18, 0.10], [0.09, 0.04, -0.17], [0.00, 0.51, -0.16], [-0.04, -0.20, 0.15], [0.04, 0.12, -0.12], [-0.26, 0.21, 0.39], [0.27, -0.39, -0.26], [-0.06, 0.00, 0.08], [0.04, 0.00, 0.02], [-0.02, -0.02, -0.03], [0.00, 0.17, -0.06], [0.04, 0.04, 0.06], [-0.07, 0.02, 0.01], [-0.06, -0.06, 0.03], [-0.04, 0.00, -0.06], [0.06, -0.13, 0.13], [0.01, 0.01, 0.05], [0.03, 0.14, -0.09], [-0.08, 0.01, 0.16], [0.10, -0.01, -0.07], [0.06, -0.05, 0.00], [-0.02, 0.03, 0.12], [-0.04, 0.05, 0.09], [-0.02, -0.10, -0.01], [0.00, -0.08, 0.02], [-0.09, 0.04, -0.06], [-0.03, 0.01, -0.03], [0.02, -0.13, 0.03], [-0.06, 0.02, 0.06], [0.02, 0.02, 0.02], [-0.03, 0.01, -0.02], [-0.04, -0.04, 0.05], [0.07, 0.05, 0.01], [-0.06, 0.04, -0.10]]}

---

No. 2
{"formula": "C30H30N3S3Sr", "method": "ωB97M-V with the def2-TZVPD basis set", "lumo_energy_ev": -2.3382, "fmax_ev_per_a": 3.608, "total_charge": 1, "orbital_gap_ev": 7.45, "e_tot_ha": -2550.57467, "species": ["Sr", "C", "C", "S", "C", "C", "S", "C", "C", "S", "H", "H", "H", "H", "H", "H", "H", "H", "H", "H", "H", "H", "N", "C", "C", "C", "C", "C", "C", "C", "C", "N", "C", "H", "H", "H", "H", "H", "H", "H", "H", "C", "C", "C", "C", "C", "C", "C", "C", "C", "C", "C", "C", "C", "C", "C", "N", "H", "H", "H", "H", "H", "H", "H", "H", "H", "H"], "positions_angstrom": [[-0.276665, 0.338893, 0.457347], [-2.913803, -2.158531, -0.684772], [-1.998685, -3.162080, 0.027108], [-0.286164, -2.651461, 0.411267], [-0.133848, -3.080724, 2.173561], [-0.744016, -2.176399, 3.251817], [-0.374603, -0.403456, 3.152993], [-1.934002, 0.306775, 2.513667], [-2.779255, -0.580506, 1.580096], [-2.892589, -0.399506, -0.212686], [-2.713201, -2.137347, -1.756618], [-3.939338, -2.508286, -0.558458], [-2.451741, -3.490938, 0.962126], [-1.935154, -4.044721, -0.609062], [-0.539182, -4.086301, 2.301988], [0.944580, -3.157187, 2.317899], [-1.820412, -2.310089, 3.346551], [-0.328349, -2.490300, 4.211168], [-2.559015, 0.490677, 3.383947], [-1.704488, 1.306532, 2.128446], [-2.459279, -1.604245, 1.718806], [-3.796086, -0.525254, 1.966509], [3.237519, 0.317591, -0.833481], [3.254223, 0.117913, -2.205011], [4.408246, -0.147365, -2.900130], [4.393057, -0.353937, -4.292231], [3.228328, -0.291390, -5.000480], [2.016638, -0.039335, -4.317527], [0.773761, 0.034166, -4.984474], [-0.364642, 0.271021, -4.270814], [-0.259572, 0.411012, -2.876005], [0.869019, 0.343674, -2.209228], [2.016535, 0.147193, -2.915993], [2.518102, 0.946294, -0.501408], [4.136697, 0.541302, -0.434383], [5.350849, -0.176956, -2.366648], [5.327066, -0.549420, -4.802016], [3.213299, -0.430939, -6.073202], [0.743993, -0.095621, -6.059306], [-1.330757, 0.349844, -4.749469], [-1.161930, 0.608884, -2.300838], [-0.771484, 4.933868, -1.086200], [0.114563, 5.654748, -0.299534], [0.932768, 4.983225, 0.591069], [0.869874, 3.588751, 0.692267], [-0.001033, 2.815601, -0.105250], [-0.820411, 3.548704, -0.974331], [1.758029, 2.887619, 1.658988], [2.394496, 3.593211, 2.723465], [3.155700, 2.929230, 3.629706], [3.339587, 1.530690, 3.508233], [4.102325, 0.763732, 4.418029], [4.250970, -0.582290, 4.237275], [3.650386, -1.211941, 3.126380], [2.903328, -0.491336, 2.235740], [2.715574, 0.901735, 2.415414], [1.931434, 1.581729, 1.524409], [-1.418352, 5.453708, -1.783500], [0.168357, 6.732655, -0.378352], [1.627499, 5.563342, 1.185056], [-1.528602, 3.028915, -1.619524], [2.243411, 4.656297, 2.823458], [3.624575, 3.457073, 4.451757], [4.569178, 1.262472, 5.258608], [4.839399, -1.165383, 4.932484], [3.805568, -2.272286, 2.968482], [2.487224, -0.960546, 1.350314]], "forces_ev_per_angstrom": [[2.81, 1.06, -2.00], [-0.05, -0.05, -0.14], [-0.01, 0.01, 0.06], [-0.21, -0.30, 0.03], [0.00, -0.05, 0.01], [0.07, -0.09, 0.09], [0.10, -0.22, 0.48], [-0.64, 0.04, 0.60], [-0.84, -0.44, 0.67], [-0.36, -0.05, -0.29], [0.05, 0.00, 0.02], [0.02, -0.03, -0.08], [0.03, 0.00, 0.01], [-0.03, 0.00, 0.01], [0.08, -0.03, -0.01], [-0.01, 0.07, 0.03], [0.01, -0.02, 0.02], [0.00, -0.02, -0.02], [0.03, 0.13, -0.02], [-0.08, 0.15, 0.09], [-0.14, -0.02, 0.10], [-0.03, -0.02, -0.08], [-0.05, -0.10, -0.12], [0.02, 0.04, 0.04], [0.01, 0.03, -0.01], [-0.02, -0.01, -0.01], [0.02, -0.01, 0.00], [-0.03, 0.01, -0.01], [0.01, 0.00, 0.03], [-0.01, 0.00, -0.02], [0.07, 0.06, -0.03], [-0.31, -0.14, 0.17], [0.04, -0.13, 0.04], [0.05, 0.07, 0.00], [0.00, -0.02, 0.01], [0.00, 0.00, -0.01], [0.00, 0.00, 0.00], [0.00, 0.00, 0.00], [-0.01, 0.01, 0.00], [0.00, 0.00, 0.00], [-0.01, 0.01, -0.01], [-0.02, -0.04, -0.04], [0.02, 0.04, 0.02], [0.03, 0.01, -0.02], [0.07, -0.07, -0.08], [-0.50, 0.08, 0.32], [0.11, 0.12, -0.06], [-0.01, 0.11, 0.02], [0.01, 0.00, 0.05], [-0.01, 0.05, 0.00], [0.01, -0.07, -0.02], [-0.01, 0.03, -0.01], [-0.01, -0.02, 0.00], [0.02, -0.01, 0.02], [-0.04, 0.05, 0.00], [0.08, -0.08, 0.01], [-0.33, -0.14, 0.14], [-0.01, 0.00, 0.01], [0.01, 0.00, -0.01], [0.01, 0.01, -0.03], [-0.02, 0.00, 0.02], [-0.01, -0.01, 0.02], [-0.01, 0.00, 0.00], [0.00, 0.00, 0.00], [0.00, 0.00, 0.00], [0.00, 0.00, 0.00], [0.02, -0.01, 0.00]]}

---

No. 3
{"formula": "C13H11BN5O5Pt", "method": "ωB97M-V with the def2-TZVPD basis set", "lumo_energy_ev": 2.2752, "fmax_ev_per_a": 0.966, "total_charge": -1, "orbital_gap_ev": 7.17, "e_tot_ha": -1296.30812, "species": ["Pt", "O", "C", "C", "C", "N", "C", "C", "C", "O", "O", "C", "O", "O", "H", "H", "H", "B", "N", "C", "C", "C", "N", "N", "C", "C", "C", "N", "H", "H", "H", "H", "H", "H", "H", "H"], "positions_angstrom": [[0.379760, -0.229943, -0.002204], [3.259491, 0.281507, 5.182084], [2.569488, 0.170823, 4.012790], [1.176589, 0.129628, 3.983771], [0.545876, 0.013555, 2.766343], [1.291619, -0.057456, 1.660332], [2.629186, -0.018563, 1.643540], [3.307859, 0.096398, 2.833755], [3.200032, -0.126997, 0.217612], [4.404109, -0.112325, 0.057942], [2.305203, -0.241961, -0.717901], [-0.963569, -0.063483, 2.481642], [-1.743906, -0.011977, 3.412695], [-1.273692, -0.187402, 1.227211], [2.633123, 0.321436, 5.914227], [0.571740, 0.183816, 4.881854], [4.388632, 0.126548, 2.839881], [-1.422291, 0.037207, -3.389108], [-1.471403, 1.264331, -2.455278], [-2.198611, 2.375337, -2.644538], [-1.773487, 3.336498, -1.746322], [-0.754061, 2.698665, -1.033009], [-0.573408, 1.458256, -1.476379], [-1.502654, -1.257215, -2.531441], [-2.228581, -2.338403, -2.839534], [-1.829161, -3.390304, -2.032509], [-0.823165, -2.837805, -1.240154], [-0.627799, -1.559397, -1.557970], [-2.400370, 0.064711, -4.107434], [-0.383794, 0.037062, -4.019695], [-2.966985, 2.399492, -3.398349], [-2.152028, 4.335997, -1.618083], [-0.150895, 3.070792, -0.219527], [-2.972634, -2.284265, -3.615378], [-2.213318, -4.395235, -2.014242], [-0.236890, -3.289335, -0.456630]], "forces_ev_per_angstrom": [[-0.24, -0.83, -0.43], [-0.05, 0.00, 0.04], [-0.06, -0.01, 0.00], [-0.08, 0.01, 0.17], [0.06, -0.04, -0.40], [0.03, 0.27, 0.09], [-0.38, -0.01, -0.22], [0.22, 0.01, 0.01], [-0.12, -0.07, 0.05], [0.13, 0.04, 0.09], [-0.03, 0.03, 0.37], [0.09, -0.02, -0.08], [0.02, 0.02, 0.16], [0.38, 0.01, 0.15], [0.05, 0.00, -0.06], [0.02, 0.00, -0.01], [-0.01, 0.00, 0.01], [0.09, 0.01, -0.03], [0.04, 0.28, -0.14], [-0.02, 0.02, 0.10], [-0.04, 0.04, 0.01], [0.00, -0.05, 0.00], [-0.12, 0.22, -0.13], [0.03, -0.14, -0.20], [0.03, -0.07, 0.11], [-0.01, 0.03, -0.01], [0.03, -0.04, 0.02], [0.03, 0.30, 0.29], [0.03, -0.01, 0.05], [-0.07, -0.01, 0.06], [0.01, 0.00, -0.03], [0.00, 0.00, 0.00], [0.00, -0.01, 0.00], [0.01, 0.01, -0.02], [0.00, 0.00, 0.00], [-0.02, 0.02, 0.01]]}